Formula: C45H99ClN6O9
Source: the Open Molecules 2025 dataset
Level of theory: ωB97M-V/def2-TZVPD

```
160
Properties=species:S:1:pos:R:3:lowdin_charge:R:1
N 3.328 2.513 1.295 0.3462
H 2.771 3.320 1.540 0.1035
H 4.122 2.435 1.914 0.1505
H 3.813 2.840 0.471 0.0757
H 2.739 1.694 1.248 0.0747
Cl 0.795 -0.041 0.712 0.6714
O -0.600 -0.279 0.383 -0.3329
O 1.420 0.677 -0.342 -0.3780
O 0.943 0.880 1.849 -0.4037
O 1.551 -1.303 0.975 -0.3505
C -0.113 -3.874 6.865 -0.0203
C -0.618 -3.063 5.612 -0.5105
C -1.873 -3.806 5.201 -0.1332
C -2.712 -2.996 4.145 -0.1672
C -3.032 -1.654 4.743 -0.1545
C -1.829 -0.813 5.283 -0.4523
N -0.939 -1.716 6.103 -0.1143
O 0.075 -0.916 6.603 -0.0106
C -1.066 -0.108 4.078 -0.0099
C -2.502 0.218 6.143 -0.0621
C 0.403 -2.978 4.472 -0.0174
H 0.046 -4.932 6.655 0.0848
H -0.709 -3.610 7.738 0.0867
H 0.804 -3.346 7.127 0.0669
H -1.688 -4.867 5.037 0.1158
H -2.506 -3.777 6.088 0.1130
H -3.565 -3.600 3.836 0.1072
H -2.088 -2.826 3.268 0.0915
H -3.752 -1.842 5.540 0.1143
H -3.555 -0.974 4.070 0.1202
H -1.518 0.857 3.852 0.0630
H -0.004 -0.013 4.307 0.0659
H -1.254 -0.659 3.156 0.0645
H -3.269 0.831 5.669 0.0884
H -2.973 -0.227 7.019 0.0861
H -1.728 0.848 6.582 0.0779
H 0.241 -2.389 3.568 0.0656
H 0.596 -3.930 3.978 0.0712
H 1.287 -2.624 5.002 0.0830
H 0.578 -0.651 5.830 0.0660
C -0.638 -2.183 -5.598 0.0000
C -1.902 -1.482 -4.877 -0.3976
C -1.563 -1.028 -3.378 -0.1123
C -0.775 0.272 -3.351 -0.1717
C -1.503 1.374 -4.164 -0.1395
C -1.856 1.008 -5.620 -0.5055
N -2.405 -0.349 -5.687 -0.1308
O -2.753 -0.745 -6.966 -0.0086
C -2.774 2.024 -6.123 -0.0721
C -0.463 1.216 -6.448 -0.0200
C -3.101 -2.469 -4.741 -0.0470
H -0.152 -2.786 -4.831 0.0662
H 0.110 -1.460 -5.924 0.0595
H -0.877 -2.943 -6.341 0.0730
H -2.325 -1.172 -2.611 0.1124
H -0.780 -1.719 -3.066 0.0952
H 0.246 0.163 -3.717 0.1010
H -0.776 0.594 -2.310 0.0916
H -0.974 2.325 -4.103 0.1094
H -2.372 1.658 -3.570 0.1132
H -3.702 1.819 -5.590 0.0990
H -2.517 3.076 -5.993 0.0934
H -2.834 1.952 -7.209 0.0872
H -0.546 0.740 -7.425 0.0699
H -0.276 2.287 -6.528 0.0684
H 0.472 0.816 -6.056 0.0466
H -3.393 -2.915 -5.691 0.0679
H -4.040 -2.059 -4.369 0.0828
H -2.899 -3.365 -4.154 0.0607
H -3.570 -0.299 -7.199 0.1007
C 0.629 5.620 4.056 -0.0618
C -0.506 4.990 3.315 -0.4574
C -1.724 5.919 3.511 -0.1382
C -2.964 5.693 2.649 -0.2050
C -2.569 5.686 1.207 -0.1324
C -1.317 4.771 0.845 -0.4616
N -0.211 4.935 1.812 -0.1060
O 0.955 4.238 1.468 -0.0395
C -1.800 3.295 0.874 -0.0064
C -0.861 5.229 -0.553 -0.0274
C -0.802 3.549 3.860 -0.0241
H 1.581 5.091 4.112 0.0780
H 0.407 5.894 5.087 0.0898
H 0.910 6.582 3.629 0.0858
H -2.062 5.787 4.539 0.1218
H -1.349 6.941 3.444 0.1183
H -3.673 6.492 2.868 0.1136
H -3.508 4.817 3.005 0.1060
H -2.264 6.725 1.081 0.1202
H -3.454 5.440 0.621 0.1244
H -2.391 3.112 1.772 0.0724
H -2.253 2.969 -0.062 0.0914
H -0.958 2.607 0.800 0.0574
H -1.738 5.418 -1.172 0.0863
H -0.213 6.099 -0.449 0.0885
H -0.214 4.465 -0.984 0.0575
H -0.098 2.786 3.530 0.0645
H -1.819 3.205 3.669 0.0606
H -0.689 3.516 4.944 0.0854
H 0.563 3.362 1.441 0.0452
C 4.719 4.442 -3.426 -0.0546
C 3.755 3.576 -2.717 -0.4700
C 3.017 2.615 -3.739 -0.0987
C 3.759 1.361 -4.273 -0.1580
C 4.193 0.537 -3.038 -0.1378
C 5.114 1.451 -2.131 -0.4448
N 4.489 2.725 -1.751 -0.1443
O 5.063 3.395 -0.715 -0.0389
C 5.192 0.589 -0.855 -0.0413
C 6.546 1.432 -2.838 -0.0255
C 2.725 4.567 -1.991 -0.0041
H 5.443 3.859 -3.995 0.0763
H 5.212 5.099 -2.710 0.0891
H 4.149 4.975 -4.187 0.0939
H 2.081 2.254 -3.313 0.1087
H 2.808 3.100 -4.693 0.1129
H 4.679 1.629 -4.792 0.1024
H 3.136 0.691 -4.866 0.1062
H 4.857 -0.263 -3.367 0.1047
H 3.383 0.008 -2.535 0.1158
H 5.586 -0.369 -1.193 0.0926
H 5.836 1.200 -0.222 0.0745
H 4.268 0.269 -0.373 0.0741
H 6.838 0.452 -3.215 0.0812
H 6.831 2.108 -3.645 0.0656
H 7.334 1.628 -2.111 0.0688
H 1.938 3.937 -1.577 0.0580
H 2.201 5.157 -2.743 0.0864
H 3.232 5.186 -1.250 0.0797
H 5.940 3.555 -1.069 0.1166
C 1.434 -4.609 0.921 -0.0325
C 0.295 -5.529 0.308 -0.4476
C -0.319 -6.409 1.472 -0.1229
C -1.710 -6.975 1.191 -0.1942
C -2.723 -5.886 0.814 -0.1253
C -2.234 -5.103 -0.493 -0.4538
N -0.795 -4.714 -0.285 -0.1352
O -0.318 -3.745 -1.094 -0.0143
C -2.522 -5.916 -1.785 -0.0184
C -3.128 -3.868 -0.522 -0.0456
C 0.978 -6.401 -0.765 -0.0337
H 1.055 -3.908 1.664 0.0517
H 1.899 -4.022 0.128 0.0714
H 2.250 -5.201 1.336 0.0814
H 0.176 -7.379 1.500 0.1080
H -0.190 -5.937 2.446 0.1019
H -2.004 -7.399 2.152 0.1103
H -1.690 -7.651 0.337 0.1034
H -2.669 -5.166 1.631 0.0968
H -3.724 -6.313 0.757 0.1153
H -1.812 -6.743 -1.779 0.0630
H -3.491 -6.397 -1.654 0.0794
H -2.470 -5.368 -2.725 0.0694
H -3.016 -3.342 0.426 0.0812
H -2.869 -3.289 -1.409 0.0599
H -4.188 -4.057 -0.688 0.0884
H 1.989 -6.625 -0.425 0.0743
H 1.085 -5.806 -1.673 0.0824
H 0.371 -7.302 -0.846 0.0702
H -0.275 -2.987 -0.505 0.0885
```

- Highest occupied orbital energy: -7.3 eV
- Total charge: 0



Formula: C46H104O25S6
Source: the Open Molecules 2025 dataset
Level of theory: ωB97M-V/def2-TZVPD

```
181
Properties=species:S:1:pos:R:3:lowdin_charge:R:1
C -0.924 0.963 -5.301 -0.1563
C -0.406 2.203 -6.044 -0.1560
C -1.683 2.942 -6.388 -0.2038
O -2.588 1.898 -6.697 -0.1193
C -2.336 0.782 -5.877 -0.2059
H -0.976 1.260 -4.250 0.0899
H -0.318 0.057 -5.320 0.0993
H 0.148 1.912 -6.939 0.1109
H 0.293 2.671 -5.348 0.0996
H -1.538 3.687 -7.179 0.1188
H -2.130 3.637 -5.664 0.1053
H -2.530 -0.153 -6.403 0.1158
H -3.016 0.703 -5.015 0.1023
C -2.841 4.668 -1.050 -0.1380
C -3.554 3.423 -1.522 -0.1701
C -3.311 3.393 -3.035 -0.1733
O -1.930 3.775 -3.070 -0.1712
C -1.644 4.725 -2.057 -0.1855
H -2.472 4.648 -0.023 0.0967
H -3.407 5.596 -1.092 0.1093
H -4.634 3.370 -1.340 0.1138
H -3.245 2.446 -1.144 0.0949
H -3.895 4.198 -3.500 0.1240
H -3.447 2.478 -3.604 0.1100
H -1.730 5.716 -2.522 0.1135
H -0.630 4.725 -1.665 0.0914
C 4.347 -2.628 -3.733 -0.1619
C 5.116 -3.632 -2.903 -0.1636
C 4.225 -3.850 -1.693 -0.1443
O 3.797 -2.478 -1.487 -0.1721
C 3.721 -1.706 -2.658 -0.2188
H 3.524 -3.075 -4.298 0.1004
H 4.950 -2.058 -4.440 0.1075
H 6.064 -3.198 -2.582 0.1194
H 5.309 -4.538 -3.483 0.1163
H 4.610 -4.267 -0.769 0.1108
H 3.305 -4.374 -1.975 0.1075
H 4.311 -0.785 -2.609 0.1062
H 2.675 -1.437 -2.839 0.1085
C -7.014 -1.171 1.275 -0.1568
C -7.264 -1.850 2.611 -0.1997
C -5.994 -1.669 3.383 -0.1968
O -5.022 -1.847 2.336 -0.1552
C -5.550 -1.536 1.019 -0.1738
H -7.165 -0.098 1.406 0.1108
H -7.728 -1.529 0.535 0.1107
H -7.450 -2.922 2.481 0.1156
H -8.176 -1.565 3.147 0.1154
H -5.817 -2.384 4.184 0.1202
H -5.959 -0.677 3.850 0.1165
H -5.437 -2.349 0.306 0.1004
H -5.042 -0.649 0.642 0.0984
C 1.432 -0.990 5.558 -0.1721
C 1.904 0.361 5.096 -0.1645
C 0.736 1.194 5.588 -0.2145
O -0.409 0.446 5.182 -0.1757
C -0.127 -0.941 5.464 -0.1450
H 1.771 -1.292 6.554 0.1123
H 1.931 -1.776 4.978 0.0962
H 1.901 0.212 4.012 0.1100
H 2.871 0.746 5.409 0.1134
H 0.740 2.172 5.098 0.1100
H 0.726 1.384 6.665 0.1265
H -0.551 -1.548 4.668 0.1124
H -0.489 -1.248 6.446 0.1127
C 0.390 -4.514 -5.475 -0.1499
C 0.160 -4.437 -3.940 -0.1280
C -1.172 -3.697 -3.831 -0.1790
O -1.263 -2.850 -4.999 -0.1542
C -0.458 -3.373 -6.063 -0.1960
H -0.071 -5.414 -5.887 0.1059
H 1.434 -4.444 -5.771 0.1009
H 0.952 -3.737 -3.668 0.1026
H 0.161 -5.416 -3.476 0.0897
H -1.258 -3.090 -2.937 0.0777
H -2.022 -4.382 -3.832 0.1122
H 0.115 -2.482 -6.340 0.1074
H -1.009 -3.701 -6.945 0.1127
C -5.228 -4.831 -1.895 -0.1577
C -3.798 -5.121 -1.478 -0.1675
C -3.839 -5.298 0.059 -0.1568
O -5.166 -5.808 0.247 -0.1570
C -6.080 -5.247 -0.682 -0.1939
H -5.542 -5.428 -2.752 0.1033
H -5.274 -3.800 -2.252 0.1076
H -3.078 -4.327 -1.689 0.0777
H -3.451 -5.986 -2.045 0.1090
H -3.793 -4.420 0.710 0.1172
H -3.126 -6.048 0.402 0.1044
H -6.575 -4.383 -0.225 0.0992
H -6.830 -5.984 -0.957 0.1149
O 2.238 -6.165 3.271 -0.2730
S 2.133 -5.419 2.059 0.6285
O 3.301 -5.090 1.242 -0.2991
O 1.093 -6.326 1.188 -0.2568
C 0.824 -5.925 -0.173 -0.2575
C -0.101 -6.968 -0.792 -0.0371
C 1.177 -3.933 2.354 -0.1014
H 1.701 -5.625 -0.744 0.1047
H 0.189 -5.038 -0.051 0.0891
H -1.109 -6.828 -0.412 0.0603
H 0.228 -7.986 -0.602 0.0860
H -0.073 -6.675 -1.844 0.0558
H 0.361 -4.146 3.040 0.0789
H 0.845 -3.535 1.397 0.0317
H 1.837 -3.226 2.857 0.0586
O 1.081 2.572 -1.401 -0.2926
S 2.416 2.764 -1.930 0.6349
O 3.600 2.310 -1.224 -0.2821
O 2.453 2.014 -3.390 -0.2638
C 3.720 1.831 -4.003 -0.3031
C 3.453 1.010 -5.249 -0.0439
C 2.504 4.464 -2.447 -0.1028
H 4.450 1.330 -3.360 0.1007
H 4.254 2.760 -4.245 0.1192
H 4.374 0.932 -5.825 0.0880
H 2.624 1.474 -5.783 0.0727
H 3.148 0.003 -4.960 0.0660
H 1.590 5.031 -2.573 0.0712
H 3.085 4.447 -3.371 0.0630
H 3.157 4.995 -1.754 0.0639
O 5.465 0.116 4.397 -0.2993
S 5.218 -0.779 3.292 0.6119
O 4.791 -2.133 3.474 -0.2786
O 4.085 -0.073 2.365 -0.2790
C 4.033 -0.314 0.957 -0.2698
C 2.577 -0.303 0.560 -0.0553
C 6.741 -0.712 2.278 -0.0857
H 4.392 -1.323 0.740 0.1168
H 4.598 0.459 0.433 0.1101
H 2.610 -0.387 -0.529 0.0527
H 1.973 0.524 0.925 0.0837
H 2.083 -1.242 0.823 0.0786
H 7.412 -0.271 3.010 0.0604
H 6.542 -0.022 1.462 0.0539
H 7.070 -1.678 1.914 0.0715
O 0.946 6.354 5.226 -0.2817
S -0.308 6.838 5.695 0.5966
O -1.105 7.737 4.913 -0.2656
O -1.173 5.541 6.083 -0.2727
C -1.419 4.641 4.989 -0.2482
C -1.995 3.369 5.630 -0.0481
C -0.123 7.447 7.381 -0.1059
H -0.501 4.406 4.446 0.0844
H -2.070 5.144 4.271 0.1243
H -3.007 3.611 5.953 0.0816
H -1.424 2.914 6.432 0.0750
H -2.099 2.605 4.857 0.0590
H -0.897 8.118 7.740 0.0705
H 0.853 7.916 7.499 0.0694
H -0.097 6.570 8.027 0.0664
O -0.444 -2.701 -0.417 -0.2930
S -1.241 -1.500 -0.490 0.6021
O -2.611 -1.665 -0.927 -0.2899
O -1.151 -0.661 0.878 -0.2398
C -2.215 0.257 1.169 -0.2571
C -1.693 1.355 2.105 -0.0368
C -0.493 -0.375 -1.692 -0.0795
H -3.058 -0.221 1.675 0.1041
H -2.691 0.638 0.263 0.0957
H -0.927 1.961 1.624 0.0694
H -1.337 0.914 3.036 0.0611
H -2.573 1.941 2.379 0.0826
H -0.731 0.655 -1.434 0.0596
H -0.862 -0.747 -2.644 0.0595
H 0.591 -0.462 -1.628 0.0483
O 1.472 6.984 2.299 -0.2675
S 1.959 6.000 1.373 0.6065
O 1.905 6.280 -0.048 -0.2932
O 3.522 5.707 1.661 -0.2533
C 3.857 5.281 2.999 -0.2334
C 4.121 3.763 3.125 -0.0486
C 1.195 4.440 1.743 -0.1048
H 3.021 5.551 3.646 0.0912
H 4.757 5.830 3.262 0.1228
H 3.916 3.324 4.103 0.0794
H 5.184 3.506 3.079 0.0753
H 3.616 3.294 2.284 0.0573
H 0.198 4.506 1.300 0.0709
H 0.977 4.400 2.808 0.0567
H 1.803 3.661 1.300 0.0558
```

- Highest occupied orbital energy: -9.3 eV
- Total charge: 0



The following lowest unoccupied orbital energy values (in eV) correspond, in order, to the records above: -0.2, 0.2.
The following frontier orbital gap values (in eV) correspond, in order, to the records above: 7.096, 9.557.